{"formula": "C23H28N4O5S", "method": "wB97M-V/def2-TZVPD", "orbital_gap_ev": 8.34, "e_lumo_ha": 0.0148, "relative_energy_kcal_mol": 32.8, "total_energy_ha": -1886.69737, "charge": 0, "elements": ["C", "C", "C", "C", "C", "C", "C", "H", "H", "H", "N", "C", "H", "C", "N", "C", "O", "C", "H", "C", "N", "S", "O", "O", "C", "C", "C", "C", "C", "C", "H", "O", "C", "O", "N", "C", "H", "H", "H", "H", "H", "H", "H", "H", "H", "C", "H", "H", "C", "H", "C", "H", "H", "H", "H", "H", "H", "H", "H", "H", "H"], "positions_angstrom": [[-7.074696, 2.806368, -2.389895], [-5.807847, 3.491640, -1.972517], [-4.593521, 2.826313, -2.057644], [-3.393913, 3.442447, -1.698324], [-3.449026, 4.764216, -1.245370], [-4.655859, 5.425060, -1.147290], [-5.835907, 4.798926, -1.508006], [-6.776178, 5.324013, -1.432426], [-4.674749, 6.446156, -0.795357], [-2.538182, 5.283670, -0.990077], [-2.149464, 2.824472, -1.824230], [-1.225211, 2.876317, -0.710802], [-1.449547, 3.736450, -0.083065], [-1.325695, 1.603139, 0.141555], [-1.128890, 0.428889, -0.688004], [-0.036949, -0.340545, -0.501924], [0.766133, -0.104615, 0.390039], [0.139250, -1.568321, -1.379995], [1.180410, -1.875758, -1.274871], [-0.771945, -2.712478, -0.899187], [-0.657791, -3.020523, 0.502143], [0.594342, -3.999842, 1.011858], [0.829060, -4.950067, -0.035335], [0.234524, -4.464672, 2.315155], [2.010190, -2.915146, 1.170274], [2.985183, -2.925348, 0.189709], [4.044734, -2.030901, 0.233154], [4.067942, -1.140529, 1.291609], [3.078284, -1.157857, 2.288951], [2.029334, -2.045911, 2.249036], [1.261707, -2.081645, 3.002221], [3.353994, -0.190460, 3.205842], [4.487290, 0.451747, 2.811181], [5.003925, 1.361683, 3.392756], [4.932660, -0.132385, 1.641138], [6.109922, 0.294408, 0.938031], [6.547254, 1.115246, 1.504871], [5.851182, 0.638943, -0.064589], [6.828032, -0.524171, 0.865991], [4.809160, -2.024963, -0.526718], [2.899183, -3.652208, -0.603133], [-0.793321, -2.241668, 1.127269], [-1.821121, -2.477433, -1.105424], [-0.507382, -3.635936, -1.418093], [-0.054059, -1.357300, -2.430792], [-2.093369, 0.355577, -1.759276], [-1.938696, -0.525650, -2.376640], [-3.093568, 0.298358, -1.312598], [-1.995372, 1.630715, -2.628508], [-2.797623, 1.619873, -3.370333], [-0.664254, 1.659404, -3.386947], [-0.670442, 0.905558, -4.170422], [0.176035, 1.461342, -2.726522], [-0.526674, 2.634477, -3.846257], [-0.561978, 1.600126, 0.919974], [-2.319741, 1.546359, 0.599848], [-0.204345, 2.981098, -1.089093], [-4.604323, 1.803166, -2.404154], [-6.976409, 1.724978, -2.327367], [-7.907639, 3.121355, -1.765486], [-7.313611, 3.065417, -3.421978]], "forces_ev_per_angstrom": [[0.015, 0.036, -0.060], [-0.047, 0.148, 0.073], [0.117, -0.071, -0.014], [-0.207, 0.205, -0.034], [0.022, 0.013, 0.088], [0.015, -0.012, 0.040], [-0.071, -0.066, -0.034], [-0.113, 0.052, 0.013], [0.012, 0.089, 0.024], [0.098, 0.037, -0.008], [0.096, 0.031, -0.152], [0.086, -0.197, 0.354], [0.071, -0.021, -0.065], [0.207, 0.404, 0.227], [-0.310, 0.240, 0.120], [0.311, -0.299, -0.255], [0.153, -0.008, 0.096], [-0.021, -0.052, 0.148], [-0.104, 0.142, -0.064], [0.081, 0.055, -0.590], [0.495, -0.622, 0.478], [-0.203, 0.189, 0.131], [0.142, 0.270, -0.224], [0.065, 0.346, 0.162], [-0.396, -0.599, -0.203], [-0.114, -0.195, -0.034], [0.056, 0.261, 0.196], [-0.537, -0.320, 0.168], [0.072, -0.693, -0.870], [0.410, 0.440, 0.372], [-0.095, 0.071, 0.185], [-0.353, 0.067, 0.375], [0.797, 0.442, -0.221], [-0.192, 0.023, 0.200], [-0.302, -0.059, 0.228], [0.165, 0.088, -0.058], [-0.006, -0.065, -0.073], [0.029, 0.007, 0.013], [0.009, 0.036, -0.006], [0.093, -0.021, -0.084], [0.058, -0.046, -0.118], [-0.055, 0.124, 0.263], [0.088, -0.092, 0.001], [-0.185, 0.175, -0.171], [0.004, -0.014, -0.046], [-0.247, 0.119, -0.413], [-0.005, -0.029, 0.045], [0.040, -0.055, -0.078], [0.038, -0.304, -0.210], [0.055, -0.027, 0.112], [-0.265, -0.013, 0.077], [0.051, -0.115, -0.078], [0.136, -0.001, 0.020], [0.035, 0.067, -0.047], [-0.150, 0.001, -0.056], [0.032, 0.021, -0.006], [-0.003, 0.034, 0.109], [0.031, -0.102, -0.005], [-0.045, -0.072, -0.002], [-0.082, -0.026, 0.015], [-0.074, -0.036, -0.052]], "mulliken_charge": [-1.5488, 0.2656, -0.1376, 0.8781, -0.6645, -0.7010, -0.6436, 0.4149, 0.3835, 0.4995, 0.2173, -0.8614, 0.5395, -0.9658, 0.1894, 0.4821, -0.6577, 0.0003, -0.0088, -1.0006, -0.2989, 1.3576, -0.6975, -0.7160, 0.0671, -0.6503, -0.6442, 0.6772, 0.7133, -1.1520, 0.4685, -0.4604, 0.4630, -0.6072, 0.0414, -1.0329, 0.3612, 0.3253, 0.3252, 0.4677, 0.5694, 0.3547, 0.4065, 0.4652, 0.5075, -0.9110, 0.5988, 0.2524, -0.3428, 0.6133, -1.6525, 0.4134, 0.2601, 0.4246, 0.4776, 0.3467, 0.2826, 0.1803, 0.3582, 0.4019, 0.3049]}